1.
The following is a DFT calculation (ωB97M-V with the def2-TZVPD basis set) of a cluster of 3 separate species, C18H41IN4O4P in total.

The charge is +1. The orbital gap comes out at 0.221 Ha.

Positions of all 69 atoms, in Å:
1 C -1.8782 0.5652 -0.5622
2 C -1.2474 0.1380 -1.9963
3 O -2.2486 -0.7091 -2.7064
4 C -1.6262 -1.9656 -2.8235
5 N -1.5204 -2.7726 -1.6363
6 C -0.8049 -3.9718 -2.0439
7 C -0.3420 -5.2329 -1.1608
8 C -0.4373 -3.9638 -3.5390
9 I 0.6084 -5.4442 -4.7115
10 N -1.0005 -2.6363 -3.9236
11 P -0.8951 -1.9211 -5.5395
12 O -1.8741 -0.7700 -5.7551
13 O -1.0912 -3.1197 -6.7546
14 O 0.7207 -1.3269 -5.6782
15 H -2.9218 0.0977 -0.4581
16 H -1.2512 0.1677 0.3080
17 H -1.9717 1.7170 -0.5307
18 H -0.2824 -0.4348 -1.7692
19 H -0.9506 1.0564 -2.6069
20 H -1.8571 -2.5360 -0.6943
21 H -1.0873 -5.2928 -0.2797
22 H 0.7427 -5.1029 -0.7974
23 H -0.4340 -6.1481 -1.8601
24 H -0.3814 -2.8843 -7.4102
25 H 0.9920 -1.1588 -4.7422
26 C -0.2235 3.0767 3.1495
27 C -1.6902 3.4420 2.9531
28 N -2.6181 2.4297 3.4472
29 C -3.9947 2.6411 3.0025
30 C -4.7110 3.8993 3.4860
31 C -2.4663 2.0423 4.8468
32 C -2.5766 3.1395 5.9050
33 H 0.0037 2.1029 2.7066
34 H 0.4119 3.8222 2.6633
35 H 0.0544 3.0532 4.2060
36 H -1.8463 3.5663 1.8759
37 H -1.8758 4.4223 3.4106
38 H -4.5991 1.7670 3.2696
39 H -3.9956 2.6542 1.9052
40 H -5.0040 3.8212 4.5340
41 H -5.6305 4.0429 2.9112
42 H -4.1056 4.8001 3.3587
43 H -1.4905 1.5580 4.9634
44 H -3.1860 1.2511 5.0849
45 H -2.0139 4.0371 5.6392
46 H -2.1738 2.7738 6.8542
47 H -3.6142 3.4209 6.0889
48 C 1.9510 0.6887 0.5124
49 C 2.4554 -0.6263 -0.0698
50 N 3.1397 -0.4773 -1.3497
51 C 3.3578 -1.7474 -2.0370
52 C 4.2813 -2.7658 -1.3737
53 C 4.2672 0.4513 -1.3771
54 C 5.4229 0.1958 -0.4106
55 H 1.3131 1.2188 -0.2009
56 H 1.3580 0.4924 1.4100
57 H 2.7718 1.3480 0.8035
58 H 1.5780 -1.2687 -0.2126
59 H 3.0892 -1.1245 0.6751
60 H 3.7213 -1.5519 -3.0522
61 H 2.3779 -2.2240 -2.1796
62 H 5.3298 -2.4784 -1.4608
63 H 4.1775 -3.7351 -1.8705
64 H 4.0470 -2.9167 -0.3169
65 H 3.8841 1.4594 -1.1860
66 H 4.6668 0.5076 -2.3957
67 H 5.0810 -0.0429 0.5990
68 H 6.0441 1.0931 -0.3385
69 H 6.0703 -0.6102 -0.7585



2.
The following is a DFT calculation (ωB97M-V with the def2-TZVPD basis set) of a structure of composition C18H41N2OP3STl.

The charge is +3. The orbital gap (alpha / beta) comes out at 0.216 / 0.141 Ha.

Positions of all 67 atoms, in Å:
1 Tl -0.1028 -0.5624 -0.2261
2 P -1.7536 1.8486 -0.3800
3 P -1.5564 -2.7766 -0.6279
4 P 0.0923 0.1055 -2.8925
5 H 4.0982 0.0335 0.7307
6 C 4.3067 0.8826 0.0705
7 C 3.8104 2.1096 0.3285
8 H 3.2132 2.3066 1.2373
9 C -2.2717 2.6013 1.1959
10 C -3.4064 1.5416 -1.1034
11 C -1.2181 3.3945 -1.2216
12 C -0.4711 -4.2419 -0.6016
13 C -2.6303 -2.9958 0.8173
14 C -2.6978 -2.8803 -2.0444
15 C 1.3417 1.4082 -3.0884
16 C -1.2396 0.4690 -4.0734
17 C 0.7875 -1.4666 -3.4610
18 H 4.8693 0.6858 -0.8499
19 H 3.9526 2.9458 -0.3725
20 H -1.3832 2.7672 1.8181
21 H -2.9749 1.9402 1.7206
22 H -2.7214 3.5876 1.0050
23 H -3.9151 0.8169 -0.4523
24 H -3.3094 1.1193 -2.1108
25 H -3.9861 2.4734 -1.1404
26 H -0.2771 3.7229 -0.7502
27 H -1.9787 4.1769 -1.0728
28 H -1.0533 3.2200 -2.2958
29 H -1.0009 -5.2022 -0.6584
30 H 0.1191 -4.2260 0.3275
31 H 0.2239 -4.1670 -1.4477
32 H -2.8557 -4.0515 1.0169
33 H -3.5594 -2.4328 0.6509
34 H -2.1156 -2.5474 1.6824
35 H -3.2149 -3.8433 -2.1251
36 H -2.1338 -2.6985 -2.9675
37 H -3.4555 -2.0849 -1.9455
38 H 1.8187 1.4037 -4.0769
39 H 2.1147 1.2871 -2.3144
40 H 0.8443 2.3721 -2.9224
41 H -0.9033 0.4240 -5.1177
42 H -1.6164 1.4776 -3.8567
43 H -2.0418 -0.2655 -3.9203
44 H 1.1924 -1.4157 -4.4786
45 H -0.0222 -2.2115 -3.4246
46 H 1.5908 -1.7743 -2.7769
47 C 5.7222 -0.6812 -3.9197
48 C 6.3113 -1.8323 -4.4785
49 C 7.7027 -1.9351 -4.5823
50 C 8.5121 -0.8564 -4.1689
51 C 7.9171 0.3433 -3.7548
52 C 6.5259 0.4457 -3.6570
53 S 4.0047 -0.6702 -3.5359
54 H 4.0044 -0.9562 -2.1715
55 H 5.6782 -2.6596 -4.7924
56 H 8.1333 -2.8513 -4.9776
57 H 9.6056 -0.9394 -4.1812
58 H 8.5353 1.2157 -3.5079
59 H 6.0267 1.3705 -3.3510
60 N -0.8754 0.7732 4.4595
61 C -1.5620 0.0925 3.4762
62 N -2.9061 -0.0841 3.8017
63 O -1.0777 -0.2649 2.3770
64 H -1.3134 0.7858 5.3825
65 H 0.1323 0.6819 4.3743
66 H -3.3604 -0.8400 3.2886
67 H -3.1255 -0.0290 4.7882



3.
The following is a DFT calculation (ωB97M-V with the def2-TZVPD basis set) of a structure of composition C18H41N2OP3SeW.

The charge is +4. Its multiplicity is 3. The orbital gap (alpha / beta) comes out at 0.144 / 0.082 Ha.

Positions of all 67 atoms, in Å:
1 W -0.3432 -0.4500 -1.8788
2 P 0.0672 1.8040 -0.0226
3 P -2.4697 -0.4013 -0.7118
4 P 1.7993 -0.9180 -1.1640
5 H -1.9920 -1.3809 -3.6712
6 C -1.0142 -1.8143 -3.3554
7 C -0.6503 -2.5068 -2.1319
8 H -1.3046 -2.3202 -1.2895
9 C 0.4697 3.4455 -0.7676
10 C -1.1980 2.4143 1.1477
11 C 1.3868 1.8238 1.2543
12 C -3.5594 -1.6922 -1.3960
13 C -2.3689 -0.8688 1.0337
14 C -3.6510 1.0057 -0.7794
15 C 2.3678 -2.1928 -2.3254
16 C 1.8440 -1.6173 0.5158
17 C 3.2274 0.2202 -1.3038
18 H -0.6333 -2.2956 -4.2858
19 H 0.0732 -3.2955 -2.0845
20 H 0.6033 4.1868 0.0314
21 H -0.3387 3.7808 -1.4258
22 H 1.3978 3.4007 -1.3445
23 H -0.8439 3.3612 1.5838
24 H -1.3365 1.6747 1.9437
25 H -2.1299 2.5952 0.6092
26 H 1.4757 2.8487 1.6574
27 H 2.3382 1.5442 0.7914
28 H 1.1073 1.1353 2.0665
29 H -4.5753 -1.4624 -1.0648
30 H -3.2792 -2.6755 -1.0124
31 H -3.5703 -1.7463 -2.4951
32 H -3.1216 -0.2612 1.5476
33 H -1.3945 -0.7046 1.5071
34 H -2.6215 -1.9342 1.1472
35 H -4.6700 0.6507 -1.0110
36 H -3.3697 1.7258 -1.5607
37 H -3.7264 1.5396 0.1700
38 H 3.4870 -2.2163 -2.3579
39 H 1.9981 -2.0136 -3.3514
40 H 1.9904 -3.1605 -1.9616
41 H 2.9013 -1.7411 0.7990
42 H 1.3434 -2.5929 0.4657
43 H 1.3028 -0.9961 1.2582
44 H 4.1400 -0.3799 -1.4111
45 H 3.3303 0.8527 -0.4230
46 H 3.1169 0.8605 -2.1860
47 C 0.5751 0.9890 -5.3105
48 C 0.5583 -0.3200 -5.7279
49 C 1.1743 -0.7000 -6.9041
50 C 1.8029 0.2816 -7.6850
51 C 1.8135 1.6043 -7.2310
52 C 1.2154 1.9842 -6.0353
53 Se -0.2636 1.4305 -3.4851
54 H -1.6897 1.1283 -3.9903
55 H 0.0320 -1.0517 -5.1320
56 H 1.1705 -1.7528 -7.2033
57 H 2.2773 -0.0327 -8.6188
58 H 2.3248 2.3415 -7.8547
59 H 1.2361 3.0253 -5.6827
60 N -0.0667 -0.0676 5.6051
61 C 0.0290 -0.7836 4.4355
62 N -0.0318 -2.1533 4.6526
63 O 0.1344 -0.2811 3.3150
64 H 0.1681 -0.5155 6.4801
65 H 0.1671 0.9192 5.5017
66 H -0.1306 -2.7375 3.8465
67 H -0.3852 -2.4716 5.5379



4.
The following is a DFT calculation (ωB97M-V with the def2-TZVPD basis set) of a cluster of 3 separate species, C18H41N3O8S in total.

As for the SMILES: N[C@H]1C[C@@H](CC(=O)O)S(=O)(=O)O[C@@H]1CCCCO.COC[C@@H](C)N.COC[C@@H](C)N. The orbital gap comes out at 0.345 Ha.

Positions of all 71 atoms, in Å:
1 N 1.1656 2.8759 -6.8177
2 C 1.0497 2.0902 -5.5792
3 C -0.0740 1.0794 -5.7678
4 C -0.2709 0.1545 -4.5562
5 C -1.4420 -0.8123 -4.8636
6 C -1.3655 -2.2213 -4.3396
7 O -1.3166 -3.1810 -5.0470
8 O -1.4285 -2.2910 -2.9841
9 S 1.2707 -0.6919 -4.2769
10 O 1.5446 -1.4926 -5.4334
11 O 1.2941 -1.2969 -2.9752
12 O 2.2925 0.4992 -4.1959
13 C 2.3837 1.4164 -5.3139
14 C 3.5375 2.3957 -4.9833
15 C 3.8933 2.4644 -3.4952
16 C 2.7956 3.0919 -2.6213
17 C 2.5936 2.4399 -1.2545
18 O 1.4088 1.6332 -1.3076
19 H 0.2388 3.1904 -7.0823
20 H 1.7031 3.7183 -6.6552
21 H 0.7566 2.7336 -4.7416
22 H 0.1631 0.4437 -6.6257
23 H -1.0080 1.6119 -5.9541
24 H -0.4749 0.7477 -3.6629
25 H -2.3377 -0.3544 -4.4376
26 H -1.5884 -0.8829 -5.9396
27 H -0.6845 -2.8466 -2.7027
28 H 2.6525 0.8694 -6.2206
29 H 3.2947 3.4046 -5.3197
30 H 4.4205 2.0900 -5.5467
31 H 4.1856 1.4794 -3.1319
32 H 4.7884 3.0859 -3.4017
33 H 3.0355 4.1487 -2.4742
34 H 1.8204 3.0638 -3.0999
35 H 2.4388 3.2066 -0.4922
36 H 3.4551 1.8264 -0.9849
37 H 1.5877 0.7582 -0.9511
38 C -0.6828 -1.2981 0.0433
39 O -1.0702 -0.0754 0.6493
40 C -2.4403 0.0357 0.9690
41 C -2.8389 -0.5934 2.3100
42 C -2.9251 -2.1157 2.2787
43 N -1.9464 -0.1928 3.4014
44 H -1.4723 -1.6853 -0.6009
45 H -0.4200 -2.0492 0.7943
46 H 0.1971 -1.0986 -0.5657
47 H -2.6384 1.1098 1.0251
48 H -3.0542 -0.3681 0.1525
49 H -3.8374 -0.2125 2.5462
50 H -1.9362 -2.5742 2.2748
51 H -3.4462 -2.4796 3.1639
52 H -3.4667 -2.4638 1.3973
53 H -1.9678 0.8178 3.5041
54 H -0.9937 -0.3944 3.1082
55 C -0.0938 -0.5099 9.3034
56 O -1.0745 -0.1195 8.3646
57 C -0.7790 -0.4200 7.0129
58 C -1.1287 -1.8463 6.5770
59 C -0.1443 -2.9029 7.0695
60 N -2.4847 -2.2349 6.9702
61 H 0.9148 -0.4084 8.8905
62 H -0.2389 -1.5386 9.6435
63 H -0.1858 0.1499 10.1658
64 H -1.3867 0.2684 6.4211
65 H 0.2749 -0.1931 6.7998
66 H -1.0980 -1.8444 5.4846
67 H -0.2807 -3.1223 8.1289
68 H -0.2954 -3.8346 6.5251
69 H 0.8888 -2.5840 6.9162
70 H -3.1484 -1.5954 6.5429
71 H -2.5795 -2.0744 7.9693



no.,E (eV)
1,-50862.3358
2,-67727.4782
3,-119351.5447
4,-51015.2670